No. 1
A molecular structure, C24H14Cl7N3O2Y at a distorted geometry. Source: the Open Molecules 2025 dataset; level of theory: ωB97M-V/def2-TZVPD.

CARTESIAN COORDINATES (ANGSTROEM)
Y: 0.334 0.954 0.509
C: 1.525 3.205 4.294
C: 0.162 3.035 4.507
C: -0.412 1.782 4.369
C: 0.379 0.689 4.034
C: 1.747 0.852 3.844
C: 2.317 2.116 3.959
H: 1.967 4.190 4.375
H: -0.460 3.889 4.744
H: -1.481 1.658 4.468
H: -0.069 -0.292 3.927
H: 2.364 0.003 3.587
H: 3.377 2.247 3.783
O: -1.077 2.350 1.432
N: -2.037 1.663 1.894
N: -2.460 0.166 0.122
O: -0.755 -0.032 -1.672
C: -2.674 -1.755 -1.851
C: -2.220 -2.039 -3.122
C: -3.007 -2.858 -3.921
C: -4.199 -3.376 -3.429
C: -4.622 -3.077 -2.141
C: -3.852 -2.252 -1.333
H: -1.284 -1.619 -3.465
H: -2.687 -3.092 -4.928
H: -4.804 -4.018 -4.057
H: -5.553 -3.481 -1.766
H: -4.158 -1.969 -0.333
Cl: 2.157 -0.077 -2.696
C: 2.022 1.648 -2.510
C: 1.504 2.149 -1.323
C: 1.525 3.526 -1.205
Cl: 0.998 4.191 0.334
C: 1.965 4.397 -2.196
Cl: 1.944 6.109 -1.967
C: 2.431 3.852 -3.387
Cl: 2.975 4.888 -4.656
C: 2.474 2.466 -3.544
Cl: 3.091 1.795 -5.011
Cl: 4.188 -3.222 0.430
C: 2.493 -2.796 0.704
C: 1.586 -3.866 0.926
C: 0.239 -3.934 0.792
C: -0.652 -2.936 0.231
C: -0.472 -1.610 0.198
Cl: -1.705 -0.709 -0.719
C: 2.292 -1.456 0.825
N: 2.240 -0.293 1.008
H: 2.084 -4.794 1.195
H: -0.209 -4.901 0.987
H: -1.534 -3.367 -0.245

As for the energy above the lowest of the compared OMol25 structures with the same formula, charge and spin: 11.683 eV. For the HOMO-LUMO gap (spin up / spin down), the calculation gives 6.4 / 6.5 eV. The maximum force is 0.0245 Eh/bohr. The charge is -1. The HOMO energy (spin up / spin down) comes out at -3.938 / -4.040 eV.

Mulliken population analysis, charges in e, atoms 1 to 5: Y 0.983; C -0.500; C -0.259; C -0.293; C -0.359

No. 2
4 unconnected molecules or ions with the total composition C4H14O3 at a distorted geometry. Source: the Open Molecules 2025 dataset; level of theory: ωB97M-V/def2-TZVPD.

CARTESIAN COORDINATES (ANGSTROEM)
C: 1.319 -0.312 1.909
C: 0.100 0.052 1.478
C: -0.987 -0.931 1.160
C: -0.253 1.470 1.395
H: 2.083 0.480 1.719
H: 1.741 -1.315 2.222
H: -1.761 -0.539 0.505
H: -1.586 -1.317 2.004
H: -0.774 -1.931 0.787
H: 0.360 2.049 2.131
H: -1.229 1.815 1.724
H: 0.070 1.819 0.431
O: 2.193 -0.414 -1.480
H: 2.901 -0.920 -1.071
H: 1.501 -0.364 -0.807
O: -0.508 1.238 -1.697
H: 0.111 0.503 -1.655
H: -0.089 2.049 -1.992
O: -1.858 -1.510 -2.964
H: -1.727 -0.851 -3.652
H: -1.607 -1.070 -2.146

As for the energy above the lowest of the compared OMol25 structures with the same formula, charge and spin: 1.907 eV. The SMILES is C=C(C)C.O.O.O. For the HOMO-LUMO gap, the calculation gives 9.8 eV. The maximum force is 0.0567 Eh/bohr. The charge is 0. The HOMO energy comes out at -9.273 eV.

Mulliken population analysis, charges in e, atoms 1 to 5: C -0.842; C 0.772; C -1.341; C -1.202; H 0.278

No. 3
A molecular structure, C34H31AsBrF4FeN2O9P3S at a distorted geometry. Source: the Open Molecules 2025 dataset; level of theory: ωB97M-V/def2-TZVPD.

CARTESIAN COORDINATES (ANGSTROEM)
Fe: -0.751 -1.042 -0.195
O: 4.536 1.685 5.401
C: 3.299 1.889 4.912
O: 2.625 2.798 5.300
C: 2.819 0.947 3.848
C: 1.452 0.702 3.781
C: 0.931 -0.057 2.751
C: 1.767 -0.547 1.754
C: 3.139 -0.336 1.836
C: 3.663 0.397 2.889
N: 1.181 -1.238 0.647
C: 1.837 -2.209 0.149
C: 1.257 -3.011 -0.923
C: 1.970 -4.007 -1.564
C: 1.331 -4.743 -2.554
C: 0.009 -4.462 -2.837
C: -0.638 -3.451 -2.134
N: -0.022 -2.735 -1.201
H: 4.897 0.845 5.092
H: 0.806 1.122 4.540
H: -0.126 -0.271 2.715
H: 3.795 -0.668 1.042
H: 4.727 0.600 2.909
H: 2.806 -2.505 0.545
H: 3.002 -4.193 -1.298
H: 1.862 -5.517 -3.092
H: -0.531 -5.005 -3.601
H: -1.672 -3.200 -2.341
F: -0.891 4.517 4.688
C: -0.656 3.947 3.522
C: 0.288 4.478 2.662
F: 0.949 5.573 2.997
C: 0.518 3.871 1.437
F: 1.382 4.475 0.621
C: -0.135 2.705 1.057
P: 0.137 1.893 -0.583
C: 1.887 1.982 -0.933
C: 2.339 1.852 -2.251
C: 3.694 1.944 -2.520
C: 4.603 2.151 -1.490
C: 4.157 2.260 -0.180
C: 2.805 2.170 0.100
C: -0.818 3.023 -1.603
C: -0.172 4.022 -2.330
C: -0.924 4.970 -3.002
C: -2.309 4.923 -2.954
C: -2.951 3.931 -2.226
C: -2.210 2.980 -1.547
C: -1.123 2.228 1.913
Br: -2.208 0.756 1.444
C: -1.379 2.830 3.129
F: -2.312 2.354 3.949
H: 1.634 1.698 -3.059
H: 4.039 1.859 -3.542
H: 5.659 2.231 -1.709
H: 4.862 2.426 0.625
H: 2.470 2.262 1.124
H: 0.908 4.063 -2.373
H: -0.424 5.742 -3.570
H: -2.892 5.663 -3.487
H: -4.032 3.892 -2.189
H: -2.718 2.203 -0.991
O: -0.525 -1.293 -3.948
P: -0.672 0.129 -3.266
O: -0.119 1.234 -4.041
O: -0.073 -0.008 -1.816
O: -2.265 0.258 -3.040
P: -3.114 -0.926 -2.335
O: -4.545 -0.273 -2.147
O: -3.103 -2.105 -3.238
O: -2.569 -1.104 -0.935
H: -1.386 -1.769 -3.982
H: -5.078 -0.308 -2.952
C: -1.557 -5.615 0.727
As: -2.593 -4.071 1.226
C: -3.944 -3.806 -0.120
C: -3.519 -4.584 2.827
S: -1.352 -2.426 1.734
H: -2.188 -6.503 0.762
H: -0.737 -5.711 1.436
H: -1.162 -5.486 -0.277
H: -4.877 -4.218 0.262
H: -3.660 -4.319 -1.037
H: -4.045 -2.744 -0.312
H: -4.036 -5.528 2.663
H: -4.235 -3.803 3.076
H: -2.797 -4.683 3.634

As for the energy above the lowest of the compared OMol25 structures with the same formula, charge and spin: 1.112 eV. The spin multiplicity is 2. For the HOMO-LUMO gap (spin up / spin down), the calculation gives 7.2 / 6.7 eV. The maximum force is 0.0270 Eh/bohr. The charge is +1. The HOMO energy (spin up / spin down) comes out at -10.876 / -11.422 eV.

Mulliken population analysis, charges in e, atoms 1 to 5: Fe 0.968; O -0.500; C 0.439; O -0.499; C 0.676

No. 4
A molecular structure, C52H74GeN10P3S2V at a distorted geometry. Source: the Open Molecules 2025 dataset; level of theory: ωB97M-V/def2-TZVPD.

CARTESIAN COORDINATES (ANGSTROEM)
V: 1.278 -0.425 -0.892
C: -3.034 2.841 2.961
C: -2.838 3.917 1.888
C: -2.445 5.229 2.561
P: -1.444 3.338 0.760
C: -2.132 2.068 -0.495
N: -2.484 0.718 -0.135
Ge: -1.048 -1.099 0.018
N: -0.798 -2.255 1.595
C: 0.440 -2.302 2.323
P: 1.412 -0.780 1.955
C: 0.305 0.456 2.871
C: -0.553 -0.145 3.984
C: 1.074 1.644 3.449
C: 2.805 -1.033 3.195
C: 3.929 -0.022 2.949
C: 3.364 -2.457 3.141
C: -1.794 -3.096 2.002
C: -1.626 -4.138 2.924
C: -2.689 -4.957 3.264
C: -3.925 -4.793 2.662
C: -4.101 -3.773 1.738
C: -3.065 -2.904 1.449
N: -3.192 -1.775 0.547
C: -3.983 -0.684 1.050
C: -5.044 -0.829 1.925
C: -5.886 0.240 2.205
C: -5.684 1.444 1.552
C: -4.583 1.617 0.736
C: -3.659 0.577 0.524
C: -3.743 -2.251 -0.711
C: -5.101 -2.313 -0.956
C: -5.579 -2.900 -2.120
C: -4.675 -3.453 -3.008
C: -3.310 -3.366 -2.783
C: -2.809 -2.735 -1.635
N: -1.479 -2.544 -1.352
C: -0.605 -2.886 -2.449
P: 1.164 -2.397 -2.292
C: 1.965 -3.974 -1.676
C: 1.999 -5.157 -2.639
C: 1.213 -4.345 -0.396
C: 1.679 -2.464 -4.094
C: 0.988 -1.488 -5.040
C: 3.194 -2.304 -4.237
C: -1.319 4.813 -0.409
C: -2.643 5.388 -0.916
C: -0.396 4.572 -1.607
H: -3.985 2.975 3.480
H: -2.232 2.911 3.698
H: -3.025 1.839 2.537
H: -3.761 4.045 1.316
H: -1.464 5.128 3.032
H: -3.170 5.482 3.338
H: -2.395 6.063 1.862
H: -1.279 2.016 -1.169
H: -2.952 2.574 -1.019
H: 1.042 -3.171 2.030
H: 0.261 -2.379 3.401
H: -0.365 0.840 2.091
H: 0.043 -0.688 4.721
H: -1.326 -0.808 3.598
H: -1.056 0.665 4.514
H: 1.716 1.321 4.271
H: 0.366 2.376 3.839
H: 1.666 2.156 2.700
H: 2.381 -0.864 4.191
H: 4.306 -0.101 1.931
H: 4.757 -0.213 3.636
H: 3.594 1.003 3.094
H: 3.611 -2.749 2.118
H: 2.661 -3.181 3.547
H: 4.281 -2.514 3.731
H: -0.654 -4.318 3.363
H: -2.541 -5.740 3.997
H: -4.743 -5.462 2.893
H: -5.054 -3.676 1.236
H: -5.233 -1.777 2.408
H: -6.701 0.121 2.904
H: -6.375 2.264 1.698
H: -4.413 2.578 0.274
H: -5.792 -1.897 -0.236
H: -6.642 -2.942 -2.312
H: -5.032 -3.968 -3.890
H: -2.647 -3.816 -3.507
H: -0.970 -2.423 -3.377
H: -0.615 -3.974 -2.601
H: 2.991 -3.685 -1.414
H: 1.005 -5.371 -3.037
H: 2.338 -6.045 -2.102
H: 2.680 -4.991 -3.471
H: 0.284 -4.868 -0.628
H: 0.948 -3.434 0.139
H: 1.810 -4.985 0.255
H: 1.392 -3.472 -4.409
H: 1.377 -0.479 -4.925
H: -0.092 -1.449 -4.913
H: 1.181 -1.791 -6.071
H: 3.492 -1.275 -4.039
H: 3.494 -2.543 -5.258
H: 3.755 -2.951 -3.560
H: -0.825 5.563 0.220
H: -3.202 4.652 -1.494
H: -2.436 6.234 -1.577
H: -3.276 5.748 -0.106
H: -0.872 3.955 -2.371
H: 0.532 4.099 -1.298
H: -0.151 5.533 -2.068
C: 2.821 2.051 -3.936
C: 2.628 1.022 -2.874
N: 1.532 0.523 -2.406
N: 0.251 0.398 -2.435
C: -0.696 0.695 -3.352
N: -1.913 0.148 -3.128
S: -0.472 1.624 -4.731
C: 3.707 0.461 -2.087
C: 5.063 0.722 -2.261
C: 5.982 0.095 -1.450
C: 5.524 -0.814 -0.501
C: 4.168 -1.032 -0.389
N: 3.257 -0.393 -1.126
H: 1.877 2.282 -4.419
H: 3.529 1.700 -4.690
H: 3.217 2.964 -3.486
H: -2.181 -0.062 -2.169
H: -2.644 0.487 -3.731
H: 5.366 1.434 -3.016
H: 7.037 0.310 -1.547
H: 6.218 -1.333 0.145
H: 3.774 -1.753 0.315
C: 3.383 5.784 2.227
C: 3.696 4.529 1.472
C: 4.986 4.196 1.057
C: 5.123 2.995 0.385
N: 4.101 2.196 0.105
C: 2.895 2.609 0.511
S: 1.472 1.688 0.180
N: 2.669 3.736 1.203
H: 4.260 6.171 2.741
H: 2.588 5.586 2.943
H: 3.016 6.546 1.536
H: 5.836 4.826 1.276
H: 6.093 2.649 0.038

The spin multiplicity is 3. For the HOMO-LUMO gap (spin up / spin down), the calculation gives 6.0 / 5.4 eV. The maximum force is 0.0790 Eh/bohr. The charge is 0. The HOMO energy (spin up / spin down) comes out at -6.552 / -6.541 eV.

Mulliken population analysis, charges in e, atoms 1 to 5: V -2.904; C -1.618; C 0.555; C -1.697; P 0.521

No. 5
A molecular structure, C11H19F9O4PSe2Y. Source: the Open Molecules 2025 dataset; level of theory: ωB97M-V/def2-TZVPD.

CARTESIAN COORDINATES (ANGSTROEM)
Y: 0.276 -0.094 0.362
C: 3.696 0.173 -1.406
Se: 2.037 1.188 -1.579
C: 2.532 2.823 -0.615
C: 2.867 2.679 0.860
Se: 1.410 2.103 2.046
C: 0.118 3.524 1.699
H: 4.478 0.767 -1.870
H: 3.549 -0.752 -1.959
H: 3.938 -0.046 -0.370
H: 1.708 3.516 -0.784
H: 3.393 3.224 -1.152
H: 3.195 3.639 1.259
H: 3.674 1.969 1.041
H: 0.565 4.460 2.024
H: -0.761 3.313 2.302
H: -0.160 3.573 0.649
C: -4.663 1.703 1.246
O: -3.217 1.537 1.036
P: -2.493 0.353 0.312
O: -3.580 -0.196 -0.680
C: -3.373 -1.435 -1.430
O: -1.392 1.196 -0.659
C: -1.785 2.200 -1.651
H: -4.778 2.708 1.634
H: -5.002 0.969 1.970
H: -5.176 1.589 0.296
H: -4.353 -1.883 -1.548
H: -2.719 -2.107 -0.877
H: -2.948 -1.181 -2.398
H: -0.897 2.425 -2.232
H: -2.150 3.074 -1.118
H: -2.558 1.776 -2.285
F: 1.088 -1.589 1.991
C: 0.747 -2.968 1.724
F: 1.516 -3.680 2.489
F: -0.506 -3.046 2.117
C: 0.911 -3.159 0.191
O: 0.501 -2.015 -0.436
C: 0.033 -4.377 -0.243
F: 0.152 -5.374 0.626
F: -1.251 -3.998 -0.283
F: 0.383 -4.795 -1.449
C: 2.407 -3.424 -0.142
F: 2.618 -3.270 -1.444
F: 3.148 -2.480 0.494
F: 2.822 -4.613 0.242

As for the energy above the lowest of the compared OMol25 structures with the same formula, charge and spin: 0.321 eV. For the HOMO-LUMO gap, the calculation gives 9.5 eV. The maximum force is 0.0141 Eh/bohr. The charge is +2. The HOMO energy comes out at -16.244 eV.

Mulliken population analysis, charges in e, atoms 1 to 5: Y 1.099; C -0.987; Se 0.113; C -0.679; C -0.788